{
  "formula": "C31H57CeN2O2P2",
  "method": "ωB97M-V with the def2-TZVPD basis set",
  "symbols": ["C", "C", "C", "C", "C", "H", "H", "H", "N", "P", "P", "C", "H", "H", "C", "O", "C", "H", "C", "C", "C", "C", "C", "H", "H", "H", "C", "H", "H", "H", "C", "H", "H", "H", "C", "H", "H", "H", "C", "H", "H", "H", "C", "H", "H", "H", "C", "H", "H", "H", "C", "H", "H", "H", "C", "H", "H", "H", "C", "H", "H", "H", "C", "H", "H", "H", "C", "H", "H", "H", "Ce", "N", "C", "C", "C", "C", "C", "H", "H", "H", "H", "H", "H", "H", "H", "H", "C", "C", "O", "H", "H", "H", "H", "H", "H"],
  "coordinates": [[-0.73301, -2.31729, -1.27038], [1.49418, -2.01205, -0.52411], [-0.38043, -3.46585, -1.96610], [1.83709, -3.27221, -1.06700], [0.90899, -3.98465, -1.80215], [-1.13296, -3.95124, -2.59532], [2.83970, -3.65485, -0.88404], [1.16178, -4.94469, -2.23825], [0.16989, -1.62109, -0.53679], [-2.65784, -0.79203, 0.17709], [2.73539, 0.53341, 0.41341], [-2.13584, -1.71535, -1.35698], [-2.14094, -1.00378, -2.20659], [-2.87215, -2.49621, -1.62437], [0.00776, 2.76071, 2.04064], [-0.05261, 3.84528, 2.43639], [2.48199, -1.18069, 0.13517], [3.32526, -1.76706, 0.53626], [3.59812, 1.14204, -1.19433], [3.88089, 0.59735, 1.97566], [-3.89908, 0.56399, -0.35768], [-3.36262, -2.19293, 1.22042], [3.25173, 2.63384, -1.29678], [3.59100, 3.20011, -0.41653], [3.73939, 3.07023, -2.18066], [2.16543, 2.77187, -1.39798], [5.10900, 0.90015, -1.16075], [5.61794, 1.46946, -0.37166], [5.34361, -0.17024, -1.06305], [5.53033, 1.23700, -2.12161], [3.01096, 0.37562, -2.38455], [3.44304, 0.76254, -3.31813], [3.23245, -0.69779, -2.33022], [1.92395, 0.50084, -2.44261], [4.26047, 2.07720, 2.19813], [3.36354, 2.71294, 2.26011], [4.79869, 2.16636, 3.15510], [4.92009, 2.47383, 1.41353], [3.10387, 0.10661, 3.21069], [2.20410, 0.70087, 3.43361], [2.81745, -0.95181, 3.13328], [3.76742, 0.19770, 4.08726], [5.13792, -0.27939, 1.86152], [5.78589, -0.02474, 1.01772], [5.73263, -0.12985, 2.77799], [4.89441, -1.34966, 1.80764], [-3.81569, -1.62914, 2.58069], [-4.23696, -2.45407, 3.17704], [-2.97960, -1.19459, 3.15203], [-4.59809, -0.86532, 2.47917], [-2.25736, -3.23847, 1.47342], [-1.92542, -3.72884, 0.54986], [-1.37707, -2.80582, 1.97417], [-2.65871, -4.01913, 2.13862], [-4.54228, -2.88250, 0.51613], [-4.76668, -3.80985, 1.06580], [-5.45191, -2.27151, 0.53595], [-4.31961, -3.16580, -0.52015], [-3.76383, 0.79831, -1.86780], [-4.05019, -0.08460, -2.45569], [-4.43415, 1.61936, -2.16519], [-2.74120, 1.09346, -2.13745], [-3.52651, 1.86771, 0.37591], [-2.53948, 2.25121, 0.07549], [-4.26926, 2.63634, 0.11457], [-3.53845, 1.75007, 1.46860], [-5.35474, 0.21168, -0.03110], [-5.71752, -0.64647, -0.61110], [-5.52077, 0.04315, 1.04057], [-5.97341, 1.07766, -0.31452], [-0.01831, 0.22926, 1.03572], [-0.21371, 1.33737, -1.04323], [0.02734, 1.67462, -2.14861], [-0.14297, 2.54124, -3.38786], [0.91028, 2.21660, -4.43950], [-1.51995, 2.35191, -4.01597], [-0.06140, 4.00832, -2.97862], [1.92700, 2.37796, -4.07188], [0.81570, 1.18259, -4.78443], [0.76393, 2.87236, -5.30828], [-2.30979, 2.70763, -3.34922], [-1.57434, 2.95882, -4.93160], [-1.71638, 1.31343, -4.28655], [-0.12575, 4.63790, -3.87656], [-0.90728, 4.25958, -2.32802], [0.86612, 4.24872, -2.45379], [-0.80415, -2.12296, 5.12378], [-0.37652, -0.88941, 4.35245], [0.05326, -1.26978, 2.99993], [-1.62268, -2.65833, 4.61834], [-1.14589, -1.84241, 6.12599], [0.03345, -2.81925, 5.26819], [-1.19002, -0.16536, 4.22940], [0.45715, -0.35712, 4.81794], [0.41492, -2.17107, 3.03433]],
  "forces_ev_per_a": [[-0.4, 0.3, -0.1], [-0.5, -0.1, 0.0], [-0.5, 0.3, 0.2], [0.2, 0.1, 0.3], [0.0, 0.2, 0.2], [0.4, 0.1, 0.3], [-0.2, 0.1, -0.2], [0.1, 0.1, 0.0], [0.8, 0.5, -0.4], [0.0, -0.4, -0.3], [1.1, -0.4, -0.3], [0.2, -0.1, -0.5], [0.1, -0.3, 0.5], [0.4, 0.4, 0.2], [-0.2, 5.3, 1.9], [0.3, -4.6, -1.7], [-0.4, -0.8, 1.0], [-0.5, 0.1, 0.0], [-0.4, 0.5, 0.1], [0.0, 0.2, -0.3], [0.0, -0.3, 0.0], [-0.2, 0.2, 0.2], [0.2, 0.2, -0.1], [-0.1, -0.1, -0.3], [-0.1, -0.1, 0.2], [0.3, 0.0, 0.1], [0.2, 0.0, 0.0], [-0.2, -0.2, -0.3], [0.0, 0.4, 0.0], [-0.2, -0.1, 0.2], [-0.1, -0.1, 0.1], [-0.1, 0.0, 0.3], [0.0, 0.3, -0.1], [0.2, -0.2, -0.1], [0.0, 0.0, -0.1], [0.2, -0.1, 0.0], [-0.2, 0.0, -0.3], [-0.2, -0.1, 0.2], [-0.1, -0.2, 0.0], [0.1, 0.1, -0.1], [0.1, 0.2, 0.0], [-0.3, 0.0, -0.3], [0.2, 0.0, 0.0], [-0.2, -0.1, 0.3], [-0.2, -0.1, -0.3], [0.1, 0.3, 0.0], [-0.1, 0.0, 0.0], [0.1, 0.3, -0.1], [-0.2, -0.1, -0.2], [0.3, -0.3, 0.1], [0.2, 0.0, -0.1], [-0.1, 0.0, 0.2], [-0.4, -0.1, -0.2], [0.1, 0.2, -0.2], [-0.2, -0.2, 0.2], [0.0, 0.2, -0.2], [0.3, -0.3, 0.0], [-0.1, 0.0, 0.3], [0.0, 0.0, -0.1], [0.0, 0.3, 0.2], [0.2, -0.2, 0.1], [-0.3, -0.2, 0.1], [0.0, -0.1, 0.1], [-0.1, -0.1, 0.0], [0.3, -0.1, 0.1], [-0.1, 0.0, -0.1], [-0.3, 0.2, -0.1], [0.1, 0.3, 0.2], [0.0, 0.0, -0.4], [0.1, -0.2, 0.1], [0.6, -2.2, 0.6], [1.1, 0.7, -3.5], [-2.3, 1.1, 2.2], [0.6, -0.2, -0.8], [0.5, -0.2, -0.3], [-0.7, -0.4, 0.1], [0.1, 0.4, 0.8], [-0.1, 0.0, -0.1], [0.1, 0.1, 0.0], [0.0, -0.2, 0.3], [0.1, -0.1, -0.1], [0.2, -0.2, 0.3], [0.0, 0.0, -0.1], [0.0, -0.3, 0.2], [0.2, 0.1, -0.1], [0.0, 0.1, -0.1], [-0.1, 0.0, 0.1], [0.1, -0.1, 0.3], [0.0, 0.1, -0.2], [0.2, 0.3, 0.1], [0.0, 0.0, -0.2], [-0.1, 0.2, -0.1], [0.0, -0.2, -0.1], [0.0, -0.2, 0.1], [0.0, 0.2, 0.0]],
  "charge": 3,
  "orbital_gap_ev": [5.16, 5.19],
  "energy_ev": -71628.22348,
  "fmax_ev_per_a": 5.63,
  "homo_ev": [-15.902, -15.813],
  "lumo_energy_ev": [-10.743, -10.627]
}